5 unconnected molecules or ions with the total composition C21H45BO7S. Source: the Open Molecules 2025 dataset; level of theory: ωB97M-V/def2-TZVPD.

Cartesian coordinates (Å):
C  -3.5001  -2.3230  -4.2290
O  -2.5015  -1.3450  -4.0065
C  -2.8056  -0.0841  -4.5709
C  -3.8738  0.6836  -3.7744
C  -4.9980  1.2964  -4.6514
B  -6.3916  0.9909  -4.0679
S  -7.6668  0.2808  -5.2286
C  -9.0818  -0.2505  -4.2990
O  -8.0740  1.4491  -5.9957
O  -7.1340  -0.8879  -5.9029
H  -4.4831  -1.8742  -4.4054
H  -3.5666  -2.9630  -3.3490
H  -3.2462  -2.9370  -5.0985
H  -3.1122  -0.2104  -5.6176
H  -1.8665  0.4703  -4.5588
H  -3.3903  1.4692  -3.1941
H  -4.2759  -0.0160  -3.0359
H  -4.9133  2.3907  -4.6750
H  -4.8999  0.9686  -5.6887
H  -6.7255  1.1778  -2.9416
H  -9.3920  0.5464  -3.6267
H  -8.8343  -1.1587  -3.7536
H  -9.8660  -0.4494  -5.0288
C  0.8752  0.1143  -1.8971
C  1.3546  1.5467  -1.6819
C  0.2020  2.3476  -2.2722
O  -0.9775  1.5699  -2.0531
C  -0.6153  0.2496  -1.6233
H  1.3611  -0.5938  -1.2294
H  1.0447  -0.2019  -2.9293
H  1.4588  1.7377  -0.6130
H  2.3074  1.7645  -2.1642
H  0.3368  2.5034  -3.3488
H  0.0657  3.3221  -1.7994
H  -0.8268  0.1504  -0.5526
H  -1.2188  -0.4720  -2.1732
C  2.5844  -0.4150  3.4908
C  2.3962  -1.7679  2.8097
C  1.7855  -1.3490  1.4789
O  2.3387  -0.0687  1.1698
C  3.0078  0.4628  2.3220
H  3.3232  -0.4326  4.2918
H  1.6336  -0.0800  3.9058
H  3.3620  -2.2511  2.6481
H  1.7520  -2.4398  3.3748
H  0.6952  -1.2661  1.5578
H  2.0205  -2.0355  0.6630
H  4.0868  0.4257  2.1561
H  2.7064  1.5064  2.4358
C  7.7114  1.5047  -0.4981
C  8.5455  0.8361  0.5934
C  7.5111  0.6592  1.6981
O  6.2593  0.4626  1.0405
C  6.3798  0.7807  -0.3471
H  8.1350  1.3978  -1.4959
H  7.5927  2.5692  -0.2863
H  8.9075  -0.1356  0.2518
H  9.4016  1.4292  0.9124
H  7.4533  1.5540  2.3277
H  7.7054  -0.2014  2.3398
H  6.3653  -0.1446  -0.9326
H  5.5186  1.3838  -0.6373
C  -0.9453  -1.4746  7.7960
C  -1.2481  -0.1387  7.1203
C  -0.2628  -0.1575  5.9592
O  -0.1099  -1.5296  5.5895
C  -0.6852  -2.3696  6.5912
H  -1.7586  -1.8404  8.4214
H  -0.0471  -1.3935  8.4112
H  -2.2744  -0.1258  6.7482
H  -1.1083  0.7217  7.7733
H  0.7105  0.2460  6.2593
H  -0.6096  0.3978  5.0861
H  -1.6187  -2.7989  6.2118
H  0.0092  -3.1848  6.7993

Properties
Molecular weight in g/mol: 452.5
Max |F| in hartree/bohr: 0.003
Orbital gap in Eh: 0.3284
Charge: 0
Multiplicity: 1
SMILES string: COCCCBS(C)(=O)=O.C1CCOC1.C1CCOC1.C1CCOC1.C1CCOC1
Total energy in eV: -48347.426